119
Properties=species:S:1:pos:R:3:forces:R:3:lowdin_charge:R:1 method="wB97M-V/def2-TZVPD" gap_ev=5.0 lumo_ev=2.14 total_energy_ev=-71820.563 charge=-1
C 1.27369 3.38356 -3.12062 -0.2 -0.5 -0.8 -0.1200
N 1.54909 1.98646 -2.84993 0.2 0.4 1.0 -0.1223
C 0.38309 1.28970 -2.34077 -0.2 0.0 -0.7 -0.1321
B 2.80908 1.72896 -2.06661 0.2 -0.2 0.1 -0.8039
O 4.00364 1.90918 -2.87087 -0.6 -0.1 -0.6 0.0192
N 2.88274 1.30566 -0.75674 0.4 0.7 0.0 0.0757
C 2.06185 2.00056 0.22069 0.6 -1.2 -0.5 -0.3060
C 2.88346 2.98817 1.06508 -0.3 0.5 0.3 -0.2685
C 2.80698 4.39072 0.48918 0.2 -0.5 -0.3 -0.5933
Cl 3.34050 5.65361 1.66249 0.0 0.1 0.0 0.4671
H 2.15127 3.82671 -3.59070 0.1 0.2 0.2 0.0784
H 0.45495 3.46455 -3.85063 -0.1 0.1 0.0 0.0717
H 0.95548 3.96483 -2.24431 0.1 0.0 0.1 0.0624
H -0.20795 1.85248 -1.60641 0.1 0.0 0.1 0.0625
H 0.66876 0.32971 -1.91650 0.2 0.0 0.2 0.0790
H -0.27748 1.05794 -3.18235 -0.2 0.2 0.0 0.0656
H 4.51805 1.11202 -2.77440 0.5 -0.1 0.3 0.0372
H 1.24048 2.55584 -0.26164 -0.2 0.0 0.3 0.0796
H 1.66097 1.26654 0.92365 -0.4 0.1 0.1 0.0776
H 3.91794 2.65951 1.13104 0.0 -0.1 -0.1 0.1025
H 2.48999 3.04692 2.08641 -0.1 -0.1 0.0 0.0793
H 3.45306 4.49248 -0.37803 0.0 0.1 -0.1 0.0720
H 1.78482 4.60188 0.18910 -0.1 0.3 0.1 0.0544
C -5.52679 2.44545 1.40581 0.0 0.0 -0.1 -0.1187
O -5.85948 3.33633 0.36082 0.0 -0.1 0.1 -0.1979
C -5.95334 4.69758 0.76098 -0.2 0.1 -0.1 -0.2240
C -4.86543 5.52477 0.11309 0.2 -0.2 0.0 -0.2238
N -3.56176 5.18255 0.65966 -0.1 0.0 -0.1 -0.0503
C -2.43032 5.78149 -0.04428 0.0 -0.1 0.2 -0.1954
C -2.17857 5.34038 -1.48151 0.2 0.2 -0.1 -0.2276
O -1.78964 3.99143 -1.60057 -0.2 0.1 -0.1 -0.1864
C -2.84281 3.05476 -1.71315 0.3 -0.2 0.1 -0.0883
H -5.56959 1.43696 0.99811 0.0 0.0 0.0 0.0855
H -4.51747 2.62496 1.79052 0.0 0.0 0.1 0.0836
H -6.24183 2.51994 2.23215 0.0 0.0 0.0 0.0847
H -5.90848 4.78940 1.85023 0.1 0.0 0.0 0.1200
H -6.92827 5.06937 0.42969 0.0 0.0 0.0 0.1179
H -5.06277 6.58455 0.30328 0.0 0.0 0.0 0.1209
H -4.92424 5.35736 -0.97214 -0.1 0.1 0.0 0.1078
H -3.45426 4.17648 0.63745 0.0 0.0 0.0 0.0722
H -1.53270 5.54677 0.53183 0.0 0.0 0.0 0.1198
H -2.54498 6.87071 -0.02413 0.0 0.0 0.0 0.1156
H -1.33630 5.92979 -1.85623 0.0 0.0 0.0 0.1219
H -3.02908 5.55612 -2.14230 -0.1 -0.1 0.1 0.1098
H -3.72445 3.46335 -2.21832 0.0 0.1 0.1 0.0925
H -3.12762 2.67685 -0.72463 -0.2 0.0 -0.1 0.0801
H -2.46798 2.20939 -2.28939 0.1 0.0 0.0 0.0625
C -1.98817 -1.23805 6.69566 0.1 0.0 0.0 -0.1233
O -0.60577 -1.41883 6.91500 -0.1 0.0 -0.1 -0.1957
C -0.14136 -2.73871 6.65868 0.2 -0.1 0.2 -0.2245
C 0.80559 -2.75899 5.47998 -0.1 0.2 -0.1 -0.2227
N 0.09675 -2.49044 4.23815 0.0 0.0 0.1 -0.0518
C 0.96699 -2.29297 3.07808 -0.2 0.0 -0.1 -0.1962
C 1.87258 -1.07000 3.07258 0.3 -0.1 -0.4 -0.2135
O 1.17981 0.15134 2.97028 -0.3 0.1 0.3 -0.1895
C 0.76346 0.75940 4.17091 0.0 0.0 -0.1 -0.1000
H -2.23582 -0.22389 7.00434 0.0 0.0 0.0 0.0863
H -2.25338 -1.35783 5.63971 0.0 -0.1 0.0 0.0815
H -2.57968 -1.94059 7.29295 0.0 0.0 0.0 0.0842
H -0.97955 -3.42168 6.49046 0.0 0.0 -0.1 0.1190
H 0.39534 -3.07501 7.55148 0.0 0.0 0.0 0.1181
H 1.27008 -3.74794 5.41557 0.0 0.0 0.0 0.1216
H 1.59832 -2.02374 5.67777 0.1 -0.1 0.1 0.1103
H -0.46682 -1.65813 4.35982 0.0 0.0 0.0 0.0722
H 0.32057 -2.22474 2.19972 0.0 0.0 0.0 0.1201
H 1.58284 -3.18953 2.95002 0.0 0.0 0.0 0.1116
H 2.48608 -1.10291 2.16867 0.1 -0.1 0.1 0.1090
H 2.57461 -1.06319 3.91652 -0.1 0.1 0.1 0.1180
H 1.44055 0.53030 4.99989 0.0 0.0 0.0 0.0897
H -0.25755 0.46858 4.44749 0.0 -0.1 0.1 0.0712
H 0.76448 1.83765 4.00624 0.0 0.0 0.0 0.0854
C 7.86856 -5.36015 1.45298 0.0 0.1 -0.1 -0.1265
O 7.84048 -4.65310 0.23291 0.0 -0.1 0.1 -0.1959
C 6.96181 -5.20587 -0.74098 0.1 0.0 -0.2 -0.2239
C 5.81478 -4.26521 -1.03351 0.0 0.1 0.2 -0.2224
N 4.91236 -4.17420 0.10408 0.0 -0.1 0.0 -0.0535
C 3.88746 -3.13456 -0.02418 0.1 -0.1 0.2 -0.1932
C 4.33722 -1.68080 -0.05240 -0.4 0.2 -0.1 -0.2282
O 4.90088 -1.23787 1.16868 0.2 -0.2 0.2 -0.1859
C 6.28678 -1.42816 1.32113 -0.1 0.1 0.1 -0.1105
H 8.63101 -4.89842 2.07840 0.0 0.0 0.0 0.0854
H 6.90762 -5.31015 1.97655 0.0 -0.1 0.0 0.0811
H 8.13369 -6.41172 1.29658 0.0 0.0 0.0 0.0837
H 6.58623 -6.18127 -0.41691 0.0 0.0 0.1 0.1180
H 7.54225 -5.35387 -1.65707 0.0 0.0 0.0 0.1179
H 5.25915 -4.64351 -1.89703 0.0 0.0 0.0 0.1220
H 6.24338 -3.29093 -1.30659 0.0 0.0 -0.1 0.1109
H 5.45798 -3.98503 0.93558 0.0 0.1 0.0 0.0703
H 3.20712 -3.25275 0.82409 0.0 0.0 0.0 0.1020
H 3.30343 -3.33604 -0.92780 0.0 0.0 0.0 0.1189
H 3.45654 -1.04888 -0.21247 0.1 0.1 -0.1 0.0938
H 5.01419 -1.46187 -0.88628 0.1 0.0 0.0 0.1128
H 6.81113 -1.37707 0.36234 0.0 0.0 0.0 0.0889
H 6.52287 -2.38248 1.80958 0.1 0.0 -0.1 0.0678
H 6.65947 -0.62823 1.96283 0.0 0.0 0.0 0.0849
C -5.49306 -2.51802 -6.45946 0.0 0.1 0.0 -0.1211
O -5.98426 -2.18578 -5.17765 0.1 -0.1 -0.1 -0.1968
C -5.89444 -3.24090 -4.22771 -0.2 0.0 0.2 -0.2229
C -4.92462 -2.88903 -3.12234 0.2 0.1 -0.1 -0.2220
N -3.55679 -2.86820 -3.61843 -0.1 0.0 0.1 -0.0511
C -2.57718 -2.34409 -2.66845 0.1 -0.1 -0.2 -0.1929
C -2.68301 -0.87647 -2.27648 0.2 0.0 0.3 -0.2213
O -2.40965 0.02146 -3.33291 -0.4 -0.1 -0.1 -0.2122
C -3.51629 0.36916 -4.13725 0.1 0.1 -0.1 -0.1031
H -5.69260 -1.67061 -7.11302 0.0 0.0 0.0 0.0866
H -4.41418 -2.70604 -6.44778 0.0 -0.1 0.0 0.0825
H -6.00307 -3.39911 -6.86310 0.0 0.0 0.0 0.0851
H -5.60330 -4.17796 -4.71129 0.1 0.0 0.0 0.1201
H -6.89059 -3.37816 -3.79567 0.0 0.0 0.0 0.1188
H -5.00263 -3.63895 -2.32926 0.0 0.0 0.0 0.1222
H -5.23487 -1.92016 -2.70534 -0.1 -0.1 0.1 0.1084
H -3.52446 -2.30373 -4.45780 0.0 0.0 0.0 0.0721
H -1.58853 -2.49452 -3.10713 0.0 0.0 0.0 0.1226
H -2.61636 -2.95275 -1.75941 0.0 0.0 0.0 0.1183
H -1.91249 -0.68678 -1.52369 0.0 0.0 0.0 0.1235
H -3.64549 -0.63386 -1.80669 -0.1 0.0 -0.1 0.1108
H -4.45364 0.36832 -3.57232 0.0 -0.1 0.0 0.0912
H -3.61697 -0.29358 -5.00312 -0.1 0.0 0.0 0.0729
H -3.34420 1.37706 -4.51828 0.0 0.0 0.0 0.0882


36
Properties=species:S:1:pos:R:3:forces:R:3:nbo_charge:R:1 method="wB97M-V/def2-TZVPD" gap_ev="8.7 / 6.8" lumo_ev="-3.21 / -5.19" total_energy_ev=-112892.305 multiplicity=4 de_lowest_kcal_mol=0.00 charge=+1
Re 0.26686 -0.01235 -0.69594 0.1 0.0 0.8 1.5973
N 2.44328 0.16326 -0.80358 -0.2 0.0 0.0 -0.8072
C 2.87527 1.59145 -0.74788 0.1 -0.2 0.0 -0.3559
C 1.71034 2.53330 -0.96839 -0.5 -0.1 0.0 0.7708
O 1.85644 3.70035 -1.14127 0.0 0.1 0.0 -0.5113
O 0.50756 1.91867 -0.94240 0.2 0.2 -0.1 -0.7398
H 2.85317 -0.37613 -0.04292 0.0 0.0 0.0 0.4355
H 2.77728 -0.27416 -1.65919 0.0 0.0 0.0 0.4131
H 3.63453 1.79699 -1.49683 0.1 0.0 0.0 0.2510
H 3.29803 1.80386 0.23204 0.0 0.0 0.0 0.2545
S -4.26508 -0.52397 -0.46943 -0.2 0.0 0.1 0.5978
C -3.88424 0.93016 -1.28673 -0.1 0.0 -0.1 -0.4213
C -2.54754 1.08303 -1.37275 0.1 -0.2 0.1 -0.0306
N -1.83871 0.04255 -0.79086 -0.1 0.2 -0.1 -0.5273
C -2.63632 -0.86792 -0.26514 0.1 0.1 -0.1 -0.1313
H -4.65209 1.59573 -1.64876 0.0 -0.1 0.0 0.2793
H -2.01401 1.91533 -1.80727 0.0 0.0 0.0 0.2608
H -2.26944 -1.74943 0.24171 0.0 0.0 0.0 0.2739
Cl 2.08079 -2.09466 1.34111 -0.1 0.1 0.0 0.0400
C 1.09264 -0.90218 2.14584 0.0 0.0 0.0 0.0451
C 0.32084 0.02043 1.41317 0.1 -0.3 -0.1 -0.4419
C -0.43317 0.92669 2.17411 -0.1 0.1 0.0 0.0492
Cl -1.45923 2.09018 1.40116 0.2 0.0 0.1 0.0502
C -0.42373 0.92182 3.56834 -0.1 0.1 0.0 -0.1249
Cl -1.36946 2.04110 4.45663 0.0 0.0 0.0 0.0967
C 0.35583 -0.00735 4.25185 0.0 0.0 0.1 -0.0566
Cl 0.36608 -0.03098 5.95896 0.0 0.0 0.0 0.1128
C 1.11972 -0.92588 3.53762 0.1 -0.1 0.0 -0.1291
Cl 2.07146 -2.07439 4.38248 0.0 0.0 0.0 0.0963
Cl 0.28105 -0.27217 -3.20589 0.0 0.0 -0.6 0.0810
C -0.34854 -1.97488 -3.29345 0.0 0.1 0.0 -0.4603
C -0.21352 -2.71570 -1.96889 0.0 0.3 0.5 0.7601
O -0.37704 -3.89795 -1.97970 0.0 -0.1 0.0 -0.5178
O 0.01768 -1.99258 -0.87709 0.1 -0.2 -0.4 -0.7442
H 0.20154 -2.48399 -4.07611 0.1 0.0 0.0 0.2732
H -1.39830 -1.89824 -3.56452 0.0 0.0 0.0 0.2609


68
Properties=species:S:1:pos:R:3:forces:R:3:nbo_charge:R:1 method="wB97M-V/def2-TZVPD" gap_ev="5.3 / 3.2" lumo_ev="-12.73 / -17.04" total_energy_ev=-55361.036 multiplicity=5 de_lowest_kcal_mol=114.20 charge=+4
Ru -0.17826 0.55295 -1.25942 0.1 1.5 1.6 -0.2454
P 1.36621 1.04792 0.35470 1.0 -0.1 1.0 1.1578
P -1.04713 2.54213 -1.92702 -0.5 1.3 -1.2 1.1624
P 1.40634 0.04277 -2.77114 0.6 0.3 -0.4 1.1721
H -0.91674 -3.74761 -0.23148 0.4 -0.1 0.2 0.2262
C -0.00240 -4.25501 0.10170 -2.3 -1.6 -2.8 -0.0069
C 0.75896 -3.75979 1.09056 2.3 1.3 2.9 0.0133
H 0.45173 -2.88038 1.66792 0.0 -0.4 -0.1 0.2325
C 0.64231 1.47083 1.96820 -0.1 -0.1 0.0 -0.9510
C 2.55929 2.43622 0.12615 -0.1 -0.2 0.0 -0.9441
C 2.44619 -0.35409 0.73783 0.4 -0.1 0.4 -0.9491
C -2.73555 2.39151 -2.56766 -0.3 0.0 -0.1 -0.9573
C -1.23195 3.78607 -0.59358 0.0 -0.2 0.0 -0.9545
C -0.07832 3.39123 -3.22577 -0.3 0.1 0.1 -0.9553
C 1.99743 -1.65761 -2.42911 0.1 -0.2 -0.2 -0.9597
C 2.95314 0.99936 -2.99474 -0.1 0.0 0.0 -0.9454
C 0.72108 -0.05535 -4.45860 -0.2 0.0 -0.3 -0.9618
H 0.25804 -5.19578 -0.39976 -0.1 0.2 0.3 0.2522
H 1.71633 -4.22967 1.35202 -0.2 0.2 -0.1 0.2656
H 0.12372 0.59878 2.38856 0.1 0.3 -0.1 0.2393
H -0.05885 2.31162 1.88527 0.2 -0.2 0.1 0.2671
H 1.46939 1.75780 2.63170 -0.3 -0.1 -0.1 0.2750
H 2.09588 3.29070 -0.38590 0.1 -0.2 0.2 0.2497
H 3.43386 2.10591 -0.44697 -0.2 0.2 0.1 0.2643
H 2.88518 2.76314 1.12310 0.0 -0.1 -0.3 0.2825
H 1.88787 -1.29859 0.70140 0.1 0.2 0.0 0.1999
H 2.83241 -0.19976 1.75367 0.1 -0.2 -0.2 0.2791
H 3.28902 -0.39150 0.03676 -0.2 -0.1 0.2 0.2619
H -2.72167 1.92059 -3.55943 0.0 0.2 0.1 0.2315
H -3.18977 3.38836 -2.64604 0.0 -0.3 -0.1 0.2889
H -3.33404 1.77535 -1.88306 0.1 0.2 -0.1 0.2489
H -1.83443 4.62340 -0.96948 0.1 -0.2 0.1 0.2861
H -0.25838 4.18185 -0.26981 -0.2 -0.1 -0.1 0.2599
H -1.74091 3.33588 0.27110 0.1 0.2 -0.3 0.2594
H -0.58106 4.32806 -3.49499 0.2 -0.1 0.0 0.2837
H 0.00445 2.76320 -4.11984 -0.1 0.1 0.2 0.2467
H 0.93533 3.62613 -2.87516 -0.3 0.0 0.0 0.2553
H 2.11224 -2.19311 -3.37996 0.2 0.0 0.2 0.2635
H 1.26544 -2.19556 -1.81032 0.1 0.1 -0.1 0.2052
H 2.96422 -1.63536 -1.90997 -0.3 -0.1 -0.2 0.2740
H 3.35467 0.79309 -3.99710 0.0 0.0 0.3 0.2794
H 3.70521 0.71270 -2.24801 -0.2 0.1 -0.2 0.2582
H 2.75953 2.07594 -2.91292 0.1 -0.3 -0.1 0.2619
H 1.45584 0.30484 -5.19206 -0.3 -0.2 0.1 0.2913
H -0.18609 0.55535 -4.53101 0.2 0.0 -0.1 0.2355
H 0.45554 -1.09341 -4.69346 0.1 0.2 -0.1 0.2223
C -1.75095 -2.00673 -2.83876 0.9 0.5 1.6 0.2966
C -2.62409 -1.14152 -3.58646 0.6 0.4 2.1 -0.0123
C -2.87454 -1.38083 -4.92633 -0.4 -0.5 -1.9 0.0136
C -2.36890 -2.52521 -5.55166 -0.1 -0.2 -0.4 -0.1578
C -1.63207 -3.45604 -4.80957 -0.6 -0.5 -2.1 -0.0345
C -1.35492 -3.24228 -3.47127 0.4 0.7 2.2 0.0405
O -1.27015 -1.67055 -1.68513 -0.5 -0.3 -2.1 -0.5126
H 0.53875 2.03411 -1.08440 -0.5 -1.6 -0.5 0.1673
H -3.03378 -0.27546 -3.07365 0.0 -0.1 -0.1 0.2690
H -3.47477 -0.66633 -5.48578 0.0 -0.1 -0.1 0.2882
H -2.58044 -2.70137 -6.60735 0.1 0.0 0.2 0.3060
H -1.27277 -4.37486 -5.28317 -0.1 0.3 0.0 0.2945
H -0.76635 -3.93590 -2.86640 -0.2 0.0 -0.4 0.2363
C -2.49482 -1.22152 3.19254 0.4 0.1 0.0 -0.5865
C -3.23396 -0.48559 2.05427 -0.4 -0.5 0.5 -0.5495
C -2.35556 0.05523 1.03401 0.7 1.7 -1.2 0.5176
N -1.72395 0.61866 0.23110 -0.8 -1.8 1.4 -0.4800
H -1.95695 -2.09215 2.79720 -0.1 0.1 0.1 0.1819
H -3.18923 -1.58984 3.95601 0.0 0.2 -0.3 0.2804
H -1.77982 -0.55811 3.69579 -0.2 -0.2 -0.1 0.2317
H -3.91982 -1.18601 1.55359 0.0 0.3 0.1 0.2787
H -3.83033 0.34540 2.46502 0.1 -0.2 -0.3 0.3089